[1]
C22H24Br3N4O11V as an isolated structure. Source: OMol25; level of theory: ωB97M-V/def2-TZVPD.

Each line ends with the Löwdin spin population.
Positions of all 65 atoms, in Å:
1 O -1.52 -3.90 -2.75  0.015
2 V -2.16 -3.65 -1.31  0.955
3 O -1.82 -4.85 -0.37  0.010
4 C 0.54 -1.17 0.34  0.000
5 C -0.76 -1.10 -0.56  0.005
6 O -1.92 -1.67 -0.07  0.004
7 H 0.53 -0.45 1.16  0.000
8 H 1.32 -0.79 -0.31  0.000
9 H 0.75 -2.16 0.74  0.000
10 H -0.57 -1.53 -1.54  0.003
11 H -0.92 -0.07 -0.88  0.000
12 C 1.28 1.14 -3.18  0.000
13 N 0.24 2.05 -2.63  0.000
14 O 0.60 2.93 -1.89  0.000
15 O -0.89 1.69 -2.82  0.000
16 H 2.08 1.17 -2.44  0.000
17 H 1.76 1.40 -4.12  0.000
18 H 0.92 0.11 -3.28  0.000
19 C -3.56 5.67 -2.77  0.000
20 C -2.32 5.71 -2.14  0.000
21 C -1.90 4.73 -1.20  0.000
22 C -2.81 3.67 -1.07  0.000
23 C -4.07 3.64 -1.69  0.000
24 C -4.46 4.62 -2.59  0.000
25 N -2.36 2.43 -0.23  0.000
26 O -1.26 2.42 0.33  0.000
27 O -3.22 1.55 -0.14  0.000
28 H -3.85 6.36 -3.54  0.000
29 H -1.76 6.61 -2.36  0.000
30 H -0.99 4.77 -0.63  0.000
31 H -4.83 2.92 -1.42  0.000
32 H -5.41 4.45 -3.09  0.000
33 C 0.21 -6.21 3.59  0.000
34 C 0.13 -4.94 3.17  0.000
35 C -1.10 -4.37 2.87  0.000
36 C -2.24 -5.16 3.07  0.000
37 C -2.15 -6.50 3.51  0.000
38 C -0.88 -7.04 3.73  0.000
39 N -3.47 -4.45 2.71  0.000
40 O -4.46 -4.69 3.35  0.001
41 O -3.55 -3.73 1.71  0.007
42 H 1.13 -6.70 3.84  0.000
43 H 1.01 -4.36 2.93  0.000
44 H -1.14 -3.38 2.44  0.000
45 H -3.06 -7.03 3.73  0.000
46 H -0.77 -8.06 4.07  0.000
47 C 3.67 1.45 1.37  0.000
48 C 4.60 2.00 0.58  0.000
49 C 4.35 3.21 -0.13  0.000
50 C 3.08 3.79 -0.08  0.000
51 C 2.09 3.07 0.65  0.000
52 C 2.41 1.96 1.41  0.000
53 N 2.76 5.12 -0.65  0.000
54 O 1.70 5.71 -0.37  0.000
55 O 3.63 5.69 -1.30  0.000
56 H 3.90 0.58 1.97  0.000
57 H 5.55 1.50 0.60  0.000
58 H 5.06 3.62 -0.83  0.000
59 H 1.08 3.41 0.81  0.000
60 H 1.68 1.45 2.02  0.000
61 C 3.51 -2.99 -0.49  0.000
62 Br 3.72 -1.21 -1.37  0.000
63 Br 3.39 -2.84 1.48  0.000
64 Br 4.95 -4.17 -1.11  0.000
65 H 2.56 -3.40 -0.84  0.000

Values from the calculation:
* spin multiplicity: 2
* expectation value of S²: 0.7583
* charge: -1
* HOMO-LUMO gap (alpha / beta): 0.1908 / 0.2187 Ha
* LUMO (alpha / beta): 1.128 / 1.128 eV

***

[2]
C31H47N4O7P2Ru as an isolated structure. Source: OMol25; level of theory: ωB97M-V/def2-TZVPD.

Each line ends with the Löwdin charge.
Positions of all 92 atoms, in Å:
1 Ru 0.26 -0.29 -0.15  1.151
2 C 0.00 5.42 -1.53  -0.045
3 C 0.89 4.20 -1.79  -0.398
4 C 2.25 4.64 -2.33  -0.054
5 C 0.24 3.21 -2.74  -0.117
6 C 0.08 3.66 -4.04  -0.027
7 C -0.39 2.84 -5.05  -0.035
8 C -0.68 1.53 -4.74  -0.028
9 C -0.57 1.03 -3.45  -0.118
10 C -1.13 -0.38 -3.30  -0.349
11 C -2.57 -0.28 -2.79  -0.042
12 C -0.31 -1.38 -2.50  -0.047
13 C -0.14 1.88 -2.41  -0.140
14 N -0.09 1.46 -1.09  -0.025
15 C -0.36 2.34 -0.10  -0.097
16 C 0.08 2.14 1.19  -0.081
17 N 0.64 0.97 1.55  0.046
18 C 0.97 0.59 2.82  -0.155
19 C 0.30 1.09 3.99  -0.128
20 C 0.74 0.69 5.24  -0.027
21 C 1.79 -0.19 5.40  -0.026
22 C 2.41 -0.72 4.28  -0.022
23 C 2.01 -0.37 3.00  -0.120
24 C 2.77 -0.98 1.85  -0.400
25 C 4.13 -0.30 1.68  -0.050
26 C 2.98 -2.49 2.03  -0.062
27 C -0.86 2.05 3.95  -0.381
28 C -0.33 3.48 4.22  -0.054
29 C -1.96 1.74 4.98  -0.050
30 H 0.45 6.05 -0.77  0.089
31 H -0.99 5.13 -1.20  0.076
32 H -0.12 6.02 -2.44  0.084
33 H 1.06 3.71 -0.83  0.089
34 H 2.14 5.34 -3.16  0.080
35 H 2.81 3.78 -2.68  0.069
36 H 2.82 5.14 -1.55  0.087
37 H 0.33 4.68 -4.28  0.116
38 H -0.51 3.21 -6.05  0.115
39 H -1.05 0.89 -5.53  0.120
40 H -1.18 -0.78 -4.32  0.135
41 H -2.60 0.10 -1.77  0.060
42 H -3.03 -1.27 -2.80  0.078
43 H -3.15 0.38 -3.42  0.093
44 H -0.46 -1.24 -1.39  -0.008
45 H 0.75 -1.33 -2.77  0.073
46 H -0.68 -2.38 -2.70  0.106
47 H -0.95 3.21 -0.34  0.132
48 H 0.04 2.98 1.87  0.112
49 H 0.25 1.08 6.11  0.112
50 H 2.12 -0.47 6.39  0.115
51 H 3.22 -1.42 4.40  0.116
52 H 2.18 -0.84 0.92  0.048
53 H 4.70 -0.37 2.60  0.086
54 H 4.01 0.76 1.43  0.072
55 H 4.69 -0.78 0.89  0.076
56 H 3.77 -2.70 2.75  0.079
57 H 3.27 -2.94 1.09  0.084
58 H 2.06 -2.97 2.37  0.061
59 H -1.34 2.00 2.97  0.116
60 H -0.12 3.59 5.28  0.088
61 H -1.08 4.22 3.95  0.088
62 H 0.59 3.69 3.69  0.076
63 H -1.63 1.91 6.00  0.075
64 H -2.30 0.71 4.89  0.067
65 H -2.80 2.40 4.78  0.091
66 C -2.03 -1.72 3.39  -0.050
67 C -2.37 -2.40 2.08  -0.610
68 O -3.26 -3.49 2.22  -0.040
69 P -0.91 -3.13 1.27  0.510
70 O -0.33 -4.25 2.20  -0.060
71 O -1.39 -3.88 -0.04  -0.087
72 O 0.21 -2.19 0.97  -0.349
73 P -3.09 -1.12 0.95  0.339
74 O -3.35 -2.10 -0.36  -0.179
75 O -4.37 -0.61 1.46  -0.252
76 O -1.98 -0.16 0.60  -0.344
77 H -1.68 -2.43 4.14  0.101
78 H -2.92 -1.21 3.74  0.087
79 H -1.26 -0.97 3.19  0.066
80 H -4.14 -3.13 2.40  0.114
81 H -0.97 -4.93 2.42  0.103
82 H -2.21 -3.51 -0.40  0.054
83 H -4.25 -1.94 -0.66  0.089
84 N 4.50 0.03 -2.17  0.085
85 C 4.31 1.30 -1.72  -0.071
86 C 3.06 1.32 -1.19  -0.148
87 N 2.48 0.09 -1.32  0.020
88 C 3.38 -0.67 -1.91  -0.170
89 H 5.34 -0.32 -2.62  0.167
90 H 5.06 2.06 -1.81  0.123
91 H 2.55 2.13 -0.71  0.094
92 H 3.26 -1.70 -2.15  0.135

Values from the calculation:
* spin multiplicity: 1
* charge: +1
* relative energy (zero: lowest compared OMol25 entry of this formula, charge and spin): 0.652 eV
* HOMO-LUMO gap: 0.2327 Ha
* LUMO: -4.437 eV

***

These records have F_max values of 4.1, 4.1 eV/Å, in the order they appear.